A cluster of 2 separate species, C9H14 in total at a distorted geometry, computed with wB97M-V/def2-TZVPD.

Last column: natural (NBO) charge in e.
CARTESIAN COORDINATES (ANGSTROEM)
1 C -2.09 0.70 -0.14  -0.635
2 C -0.93 0.72 -1.12  0.009
3 C -0.47 1.92 -1.66  -0.226
4 C 0.65 1.97 -2.47  -0.196
5 C 1.24 0.77 -2.86  -0.227
6 C 0.70 -0.43 -2.45  -0.198
7 C -0.37 -0.48 -1.55  -0.230
8 H -2.99 0.61 -0.74  0.225
9 H -2.07 1.54 0.55  0.217
10 H -1.94 -0.13 0.51  0.211
11 H -0.92 2.84 -1.33  0.205
12 H 0.98 2.93 -2.84  0.212
13 H 2.05 0.76 -3.57  0.211
14 H 1.11 -1.33 -2.87  0.210
15 H -0.69 -1.36 -1.02  0.210
16 C 1.22 -0.81 2.88  -0.620
17 C 0.24 -2.02 2.97  -0.614
18 H 1.07 -0.30 1.94  0.211
19 H 1.07 -0.14 3.69  0.201
20 H 2.25 -1.06 3.17  0.208
21 H 0.76 -2.93 3.13  0.210
22 H -0.50 -1.73 3.72  0.205
23 H -0.36 -2.04 2.07  0.199

Computed properties:
**2S+1**: 1
**Charge**: 0
**SMILES string**: Cc1ccccc1.CC
**HOMO-LUMO gap**: 10.1 eV
**Energy above the lowest of the compared OMol25 structures with the same formula, charge and spin**: 16.4 kcal/mol


A cluster of 2 separate species, C9H14 in total at a distorted geometry, computed with wB97M-V/def2-TZVPD.

Last column: natural (NBO) charge in e.
CARTESIAN COORDINATES (ANGSTROEM)
1 C 2.09 -0.20 0.53  -0.637
2 C 0.79 -0.70 1.07  -0.002
3 C 0.44 -0.47 2.40  -0.219
4 C -0.78 -0.92 2.89  -0.199
5 C -1.69 -1.56 2.04  -0.224
6 C -1.33 -1.80 0.73  -0.202
7 C -0.10 -1.38 0.23  -0.224
8 H 2.93 -0.43 1.18  0.218
9 H 2.16 0.86 0.28  0.221
10 H 2.32 -0.72 -0.41  0.213
11 H 1.14 0.09 3.00  0.210
12 H -1.03 -0.83 3.93  0.211
13 H -2.64 -1.89 2.43  0.213
14 H -2.05 -2.24 0.05  0.211
15 H 0.18 -1.54 -0.80  0.210
16 C -0.19 1.88 -1.71  -0.608
17 C -0.41 1.56 -3.18  -0.605
18 H -0.69 1.15 -1.08  0.210
19 H 0.85 1.91 -1.39  0.199
20 H -0.64 2.85 -1.48  0.202
21 H 0.18 2.21 -3.84  0.201
22 H -1.46 1.64 -3.44  0.204
23 H -0.08 0.55 -3.44  0.198

Computed properties:
**2S+1**: 1
**Charge**: 0
**SMILES string**: Cc1ccccc1.CC
**HOMO-LUMO gap**: 10.1 eV
**Energy above the lowest of the compared OMol25 structures with the same formula, charge and spin**: 3.2 kcal/mol